Entry 1:
C21H31Br51N3O2P | ωB97M-V/def2-TZVPD

Element x y z (Å)
N (2.623, -2.582, 0.368)
C (1.586, -1.934, -0.476)
N (2.142, -1.103, -1.519)
N (0.846, -3.052, -1.083)
C (0.637, -1.086, 0.409)
P (-1.138, -1.116, -0.258)
C (-2.952, -1.315, -1.048)
C (-3.498, -2.514, -0.423)
O (-4.106, -2.546, 0.611)
O (-3.189, -3.654, -1.084)
H (2.840, -1.962, 1.151)
H (2.154, -3.373, 0.819)
H (2.428, -0.180, -1.216)
H (2.883, -1.580, -2.025)
H (0.537, -2.817, -2.021)
H (1.386, -3.910, -1.082)
H (1.020, -0.067, 0.545)
H (0.581, -1.618, 1.367)
H (-0.672, -0.699, -1.530)
H (-1.579, -0.115, 0.619)
H (-1.241, -2.437, 0.219)
H (-3.585, -0.459, -0.788)
H (-2.896, -1.476, -2.141)
H (-2.861, -4.294, -0.420)
C (4.033, -6.193, 1.739)
Br (5.916, -6.341, 1.402)
Br (3.681, -4.866, 3.084)
Br (3.052, -5.883, 0.119)
H (3.695, -7.146, 2.123)
C (-6.590, 1.724, -0.009)
Br (-5.855, 1.122, -1.678)
Br (-5.212, 2.380, 1.122)
Br (-7.990, 3.019, -0.274)
H (-7.029, 0.861, 0.476)
C (-5.907, -0.653, 4.086)
Br (-4.873, 0.647, 5.049)
Br (-5.366, -0.754, 2.253)
Br (-5.831, -2.380, 4.930)
H (-6.940, -0.338, 4.115)
C (-6.418, -5.636, 1.451)
Br (-6.691, -7.228, 0.411)
Br (-8.029, -4.603, 1.600)
Br (-5.669, -6.044, 3.171)
H (-5.694, -5.027, 0.925)
C (-0.372, -6.936, 2.359)
Br (-1.507, -8.454, 2.102)
Br (-1.378, -5.303, 2.489)
Br (0.788, -7.153, 3.877)
H (0.255, -6.855, 1.480)
C (6.232, -0.774, -1.285)
Br (5.851, -2.620, -0.948)
Br (6.257, -0.389, -3.166)
Br (5.034, 0.420, -0.353)
H (7.224, -0.581, -0.900)
C (-2.490, -7.465, -1.998)
Br (-2.306, -7.784, -3.879)
Br (-0.805, -7.056, -1.176)
Br (-3.795, -6.117, -1.612)
H (-2.845, -8.382, -1.548)
C (-1.536, 3.625, 3.597)
Br (-2.561, 2.007, 3.395)
Br (-2.604, 5.169, 3.204)
Br (-0.760, 3.709, 5.353)
H (-0.718, 3.612, 2.890)
C (3.425, 4.196, 4.725)
Br (3.394, 3.021, 3.204)
Br (4.593, 3.542, 6.103)
Br (3.861, 5.994, 4.231)
H (2.424, 4.208, 5.134)
C (-4.759, 5.164, -2.792)
Br (-3.773, 6.126, -1.452)
Br (-6.316, 6.125, -3.366)
Br (-3.635, 4.701, -4.278)
H (-5.095, 4.239, -2.340)
C (8.078, 1.244, -6.467)
Br (7.120, -0.415, -6.640)
Br (6.910, 2.751, -6.676)
Br (9.069, 1.334, -4.827)
H (8.796, 1.276, -7.275)
C (4.506, 9.562, 6.331)
Br (5.617, 10.835, 7.244)
Br (4.962, 9.458, 4.462)
Br (4.544, 7.849, 7.190)
H (3.490, 9.926, 6.387)
C (7.180, 11.907, 1.255)
Br (7.228, 10.008, 0.961)
Br (5.424, 12.622, 0.959)
Br (7.853, 12.377, 2.990)
H (7.838, 12.357, 0.525)
C (8.282, -2.919, -9.725)
Br (8.203, -4.091, -11.242)
Br (9.539, -3.538, -8.412)
Br (8.648, -1.110, -10.249)
H (7.305, -2.926, -9.262)
C (-3.379, -0.469, -5.768)
Br (-2.596, 0.800, -6.979)
Br (-2.045, -1.478, -4.833)
Br (-4.595, 0.394, -4.563)
H (-3.960, -1.166, -6.355)
C (-0.079, 3.976, -2.680)
Br (1.137, 5.076, -1.680)
Br (0.400, 3.873, -4.534)
Br (-0.207, 2.216, -1.915)
H (-1.056, 4.441, -2.624)
C (-9.304, -1.405, 7.266)
Br (-9.303, -0.131, 5.826)
Br (-7.848, -1.109, 8.479)
Br (-10.993, -1.420, 8.177)
H (-9.164, -2.383, 6.827)

Computed properties:
- Multiplicity: 1
- Frontier orbital gap: 0.29263 Ha
- HOMO: -8.3 eV



Entry 2:
C11H21N3O4 | ωB97M-V/def2-TZVPD

Element x y z (Å)
C (-0.403, -0.858, -1.214)
C (0.972, -0.339, -1.071)
C (-0.785, -2.272, -1.890)
C (-0.192, -2.268, -3.281)
C (-0.262, -3.614, -1.193)
C (1.207, -3.544, -0.870)
C (0.200, 1.323, 0.787)
C (0.049, 2.605, 0.055)
C (0.528, 1.175, 2.318)
C (-0.599, 1.927, 3.152)
C (-0.026, 3.027, 4.143)
H (-1.241, 0.256, -2.924)
H (-2.430, -0.301, -1.734)
H (-0.712, -0.951, -0.064)
H (-1.882, -2.259, -1.905)
H (-0.874, -1.409, -3.885)
H (-0.632, -3.245, -3.843)
H (0.898, -1.820, -3.405)
H (-0.829, -3.831, -0.117)
H (-0.445, -4.554, -1.908)
H (1.651, -3.473, -1.898)
H (1.481, -4.609, -0.301)
H (1.469, -2.855, -0.011)
H (2.104, 1.196, -0.307)
H (-0.745, 0.664, 0.557)
H (1.380, 1.751, 2.327)
H (0.640, -0.115, 2.257)
H (-1.007, 1.180, 3.860)
H (-1.166, 2.662, 2.570)
H (0.305, 4.090, 2.423)
H (-0.091, 5.196, 4.078)
H (-0.656, 1.905, -1.408)
N (-1.493, 0.105, -1.862)
N (1.257, 0.549, -0.010)
N (0.208, 4.225, 3.512)
O (2.022, -0.557, -1.756)
O (0.228, 3.632, 0.580)
O (0.175, 2.690, 5.371)
O (-0.305, 2.715, -1.133)

Computed properties:
- Multiplicity: 1
- Frontier orbital gap: 0.34325 Ha
- Structure (SMILES): CC[C@H](C)[C@H](N)C(=O)N[C@@H](CCC(N)=O)C(=O)O
- HOMO: -9.3 eV



Entry 3:
C8H12N3O | ωB97M-V/def2-TZVPD

Element x y z (Å)
C (-1.145, -1.524, 1.022)
C (-2.469, -1.480, 0.859)
C (-0.633, -0.471, 0.277)
C (-1.698, 0.139, -0.362)
C (1.654, 0.843, -0.955)
C (2.043, -0.424, -1.342)
C (1.324, 0.675, 0.538)
C (-1.977, 1.347, -1.196)
N (1.968, -0.535, 0.927)
N (0.991, 1.664, 1.381)
N (1.812, -1.287, -0.300)
O (-2.815, -0.446, 0.046)
H (-0.495, -2.275, 1.546)
H (-3.254, -2.260, 1.156)
H (1.803, 1.695, -1.525)
H (2.552, -0.894, -2.122)
H (-2.985, 1.173, -1.729)
H (-2.042, 2.297, -0.690)
H (-1.058, 1.526, -1.799)
H (1.736, -0.996, 1.807)
H (0.549, 1.496, 2.220)
H (1.328, 2.577, 1.156)
H (0.341, -0.683, -0.629)
H (2.469, -2.156, -0.284)

Computed properties:
- Multiplicity: 1
- Net charge: +1
- Frontier orbital gap: 0.29997 Ha
- HOMO: -11.8 eV



Entry 4:
C13H8BrCl3GeIMoNO4Se3Te | ωB97M-V/def2-TZVPD

Element x y z (Å)
Mo (2.066, -0.354, -2.373)
Se (4.425, -0.339, -2.884)
Se (5.442, 1.750, -2.927)
Te (3.609, 3.377, -3.192)
Se (1.597, 2.026, -3.359)
O (-0.139, -1.470, -0.125)
C (0.645, -0.640, 0.235)
O (1.352, 0.112, -0.680)
C (0.956, -0.305, 1.647)
C (1.862, 0.695, 1.983)
C (2.123, 0.969, 3.315)
C (1.466, 0.224, 4.273)
C (0.567, -0.781, 3.969)
C (0.311, -1.045, 2.635)
N (1.738, 0.520, 5.706)
O (2.523, 1.412, 5.946)
O (1.148, -0.144, 6.529)
H (2.360, 1.259, 1.207)
H (2.818, 1.738, 3.618)
H (0.089, -1.334, 4.763)
H (-0.383, -1.822, 2.347)
Br (-4.051, -1.712, -3.790)
C (-3.849, -0.367, -2.491)
C (-4.965, 0.015, -1.755)
C (-4.858, 0.992, -0.780)
C (-3.638, 1.600, -0.521)
C (-2.518, 1.232, -1.248)
C (-2.638, 0.257, -2.229)
I (-0.953, -0.234, -3.336)
H (-5.914, -0.464, -1.954)
H (-5.737, 1.277, -0.219)
H (-3.555, 2.360, 0.243)
H (-1.561, 1.700, -1.057)
Cl (0.094, -3.872, -3.573)
Ge (1.730, -2.541, -3.673)
Cl (3.253, -3.495, -4.792)
Cl (2.584, -2.596, -1.456)

Computed properties:
- Multiplicity: 4
- Net charge: +1
- <S²>: 3.8000
- Frontier orbital gap (alpha / beta): 0.23247 / 0.20463 Ha
- HOMO (alpha / beta): -11.7 / -11.9 eV



One value per record, in order, for max |F|: 1.3, 6.2, 6.2, 0.7 eV/Å.